The ion C5H11NO with charge +1. Source: OMol25; level of theory: ωB97M-V/def2-TZVPD.

Cartesian coordinates (Å):
C: -0.97819 2.02691 0.65185
C: 0.31961 1.30822 0.71711
N: 0.34800 -0.05270 0.43903
C: -0.68871 -0.81839 -0.22706
C: -0.29895 -1.26922 -1.65199
C: 1.57959 -0.79132 0.70191
O: 1.31188 1.82288 1.17572
H: -0.95350 2.89820 1.28135
H: -1.16951 2.43362 -0.34611
H: -1.85385 1.41055 0.88026
H: -0.95787 -1.64299 0.43338
H: -1.55362 -0.20060 -0.37845
H: 0.72777 -1.25196 -1.91140
H: -0.60956 -2.31425 -1.76211
H: -0.82589 -0.68793 -2.38304
H: 2.32826 -0.09139 1.09316
H: 1.85352 -1.27938 -0.23055
H: 1.42102 -1.50023 1.51695

Calculated values
F_max = 2.36 eV Å⁻¹
2S+1 = 2
total charge = +1
Kohn-Sham gap (alpha / beta) = 12.84 / 7.38 eV
energy above the lowest of the compared OMol25 structures with the same formula, charge and spin = 1.1501 eV
lowest unoccupied orbital energy (alpha / beta) = -3.231 / -8.444 eV